1.
A 7-piece molecular cluster, C20H57ClN5O10 overall in a non-equilibrium geometry, computed with ωB97M-V with the def2-TZVPD basis set.

Results
2S+1 ... 1
Net charge ... -1
HOMO-LUMO gap ... 7.9 eV
E_LUMO ... 2.13 eV

Each line ends with the Löwdin charge.
CARTESIAN COORDINATES (ANGSTROEM)
H 4.87803 0.74380 4.35577  0.12
H 8.28707 -0.78750 4.44410  0.06
H -10.49871 2.45464 -1.39799  0.11
H -0.06539 -5.54163 0.49481  0.08
H -8.00704 -0.19858 -2.51146  0.09
H 5.01272 -2.43480 0.10596  0.09
C -1.20161 -6.32186 -6.54188  -0.10
O 3.97236 -0.31178 6.03993  -0.20
O 5.12670 5.97186 2.77687  -0.20
H -3.08132 -3.29564 -5.63042  0.07
H -1.91962 -7.14151 -6.51484  0.08
O -1.02848 2.93481 -1.03304  -0.40
H 5.25475 -2.20835 5.51037  0.06
H 5.74931 -1.83534 4.03188  0.07
C 2.46395 -4.38004 0.29700  -0.24
C 1.83058 -5.06041 1.45816  -0.43
H 2.70618 -5.19558 -0.38440  0.13
O -3.18417 2.18916 -0.23105  -0.40
H 1.97832 -3.32405 2.50159  0.06
C -0.47423 -4.19097 -5.65038  -0.20
H 4.50878 -3.76056 -0.99001  0.09
C 0.68764 -6.04825 1.09846  -0.05
Cl -1.77598 2.39055 0.09354  0.60
H -0.23425 -6.81613 -6.45234  0.08
N -8.37259 2.43179 -3.46256  0.04
H 2.46990 0.54068 4.79019  0.09
C 2.72511 0.31366 5.82529  -0.12
N 4.34744 5.25692 -0.86032  0.03
H -8.12457 0.19506 -4.16836  0.08
H 0.41870 -4.52178 -5.11995  0.12
H -2.72981 -1.67955 -4.84668  0.08
N 1.28425 -4.04889 2.38768  0.03
C -8.73020 0.11092 -3.26601  -0.10
C 5.11016 5.08282 0.37903  -0.44
C -1.10068 -2.95620 -4.94671  -0.43
O 3.54117 -3.58838 0.81198  -0.16
C 7.53170 -0.01681 4.59757  -0.06
H -1.21641 -3.13371 -3.87750  0.13
H 4.00572 6.20654 -0.89979  0.06
H 2.68678 1.28401 6.32032  0.08
H -0.57573 -1.03694 -4.56237  0.07
H 3.43085 5.49590 1.65288  0.12
H -9.47025 -0.67426 -3.42065  0.08
H 7.10105 5.19003 1.19609  0.07
C -2.40166 -2.44757 -5.54708  -0.06
N 6.06753 -1.91570 4.98707  0.03
H 3.36029 5.91207 3.94056  0.08
H 0.18321 -6.34685 2.01742  0.07
H -0.21466 -3.88283 -6.66318  0.12
H 4.86817 6.36015 4.70708  0.09
H 0.52927 -3.46877 2.05068  0.07
H 3.42434 4.90217 -0.65506  0.07
H -11.35944 1.02845 0.56508  0.08
H -5.93174 5.01972 1.30235  0.03
H 6.84740 6.32371 -0.10575  0.08
C -11.17234 0.12834 -0.02049  -0.11
H -6.94015 5.69368 2.20831  0.02
H -10.20984 1.39537 -3.79458  0.13
C 4.29322 6.45411 3.78583  -0.16
O -6.60334 5.70169 1.31236  -0.06
O -1.40493 -5.24905 -5.61291  -0.20
H -1.31015 -5.92065 -7.54953  0.08
H -9.04873 1.53340 -0.98118  0.12
H 4.26969 6.97745 1.11046  0.12
H 1.91176 -0.33327 6.15400  0.09
C -9.38539 1.43583 -3.08271  -0.44
C 6.32096 -0.54347 5.47009  -0.40
H 7.04341 0.01298 3.62352  0.06
H 5.27381 1.29070 5.92217  0.12
H 1.04039 -6.93681 0.57489  0.07
H -10.36292 -0.39730 0.48611  0.08
H -7.45914 2.26006 -3.06732  0.07
H 2.72746 -5.50077 1.89384  0.14
N -0.14203 -1.82678 -5.01859  0.02
H 4.02372 7.48786 3.56947  0.08
H 6.58845 -0.63208 6.52303  0.13
C 5.06591 0.37725 5.36495  -0.18
O -1.16773 1.09807 0.29689  -0.42
C 4.16858 -3.00495 -0.28191  -0.14
H 7.09495 4.61748 -0.44122  0.07
C -9.93009 1.55215 -1.62224  -0.16
H 0.66570 -1.99814 -4.43695  0.06
H -2.29602 -2.00509 -6.53763  0.08
C 4.40088 5.95083 1.45241  -0.14
H 8.11274 0.87360 4.83770  0.07
H 1.69618 -3.74899 -0.15068  0.13
H 3.62803 -2.24716 -0.84906  0.09
H 4.96442 4.03885 0.65650  0.14
O -10.82710 0.41423 -1.38321  -0.21
C 6.60354 5.31735 0.23465  -0.07
O -1.62878 3.12538 1.29239  -0.38
H -12.07593 -0.47093 0.09131  0.08
H -8.62003 3.31057 -3.03056  0.06

---

2.
A 7-piece molecular cluster, C20H57N3O9 overall in a non-equilibrium geometry, computed with ωB97M-V with the def2-TZVPD basis set.

Results
2S+1 ... 1
SMILES string ... COC[C@H](C)N.COCCNCCOC.COCCNCCOC.CO.CO.CO.CO
HOMO-LUMO gap ... 9.3 eV
E_LUMO ... 0.23 eV

Each line ends with the Löwdin charge.
CARTESIAN COORDINATES (ANGSTROEM)
H 3.63434 -6.24250 0.43567  0.09
H 2.80476 -7.75892 0.72214  0.09
H -0.74076 3.22639 4.37473  0.07
H -8.30322 -2.53408 -1.16605  0.06
O -5.42766 -0.04053 3.57175  -0.10
N -0.60740 -3.75286 -1.26706  -0.06
H 1.97338 -4.51676 -0.87318  0.12
C 2.53193 2.65828 3.97822  -0.21
H 4.06413 3.61234 -3.77890  0.12
H -2.83179 -6.10028 -1.92192  0.12
H 4.32379 2.70542 6.85609  0.09
H -2.68275 -5.13101 -0.60716  0.11
C 7.82714 1.21761 -0.68349  -0.09
H -5.08921 -3.98261 -3.76360  0.09
C -4.11984 -0.13123 4.09285  -0.19
H 5.30256 2.03244 -0.13351  0.13
H -9.80569 -2.66962 0.75641  0.07
H -5.39267 -0.23050 2.63138  0.07
H -0.67558 -5.42737 0.05614  0.10
O 3.05099 3.17465 5.23625  -0.18
C 1.94617 3.13166 -3.08009  -0.19
H 2.38008 1.57893 3.97086  0.13
H 3.86526 2.22650 -2.89682  0.07
H 3.11140 2.89988 3.08718  0.12
C 1.27564 3.37715 3.68518  -0.46
N 3.87712 3.93626 -1.60220  -0.05
H 1.44606 4.44743 3.80171  0.14
H -1.61510 -3.94826 -3.13049  0.11
H 7.76454 0.77074 -1.67570  0.08
O -3.68331 -0.71119 -0.45840  -0.14
C 1.23759 -5.31562 -0.78083  -0.21
H 1.22616 -5.68577 -1.80600  0.11
H 0.37412 3.35419 5.72769  0.08
C -4.36253 -4.65944 -3.31424  -0.15
O 1.60488 -6.31391 0.18045  -0.18
H -3.06624 1.18835 -0.38242  0.07
C 0.25812 2.95817 4.71882  -0.07
C -2.71586 -5.04093 -1.69293  -0.20
H 3.79320 4.93489 -1.72789  0.10
H -1.17092 -3.12888 -0.70743  0.10
H -1.20531 5.83065 0.23578  0.06
H 1.22649 0.42717 -4.44560  0.08
O 7.17237 2.51278 -0.78330  -0.19
C -0.01376 -4.61488 -0.24377  -0.21
H 2.85524 0.75741 -5.00654  0.09
H 1.55660 4.14817 -3.02489  0.12
H 8.91286 1.27231 -0.60394  0.08
H -3.69520 -5.04880 -4.08312  0.09
O -9.20558 -2.20778 -1.19563  -0.14
H 0.32879 1.88528 4.89769  0.08
H -3.98552 -1.38628 -1.07038  0.05
C 3.50430 3.25485 -2.91467  -0.18
H -3.18913 5.01886 -0.03191  0.07
H 7.48179 0.59804 0.14414  0.09
N 0.72113 3.19580 2.31791  0.05
H 2.99604 -7.25077 -0.91780  0.09
H 5.71728 1.65030 -1.93607  0.12
H -3.29795 6.73330 0.53173  0.07
H 0.45614 2.25377 2.06796  0.07
H 0.34238 -4.16987 0.68533  0.13
C 2.81530 -6.87224 0.08826  -0.18
H -0.67882 -5.25180 -2.71193  0.11
H 2.52725 0.76287 -3.28131  0.08
O 1.77380 2.41860 -4.29321  -0.21
O -1.62339 6.30923 -0.48378  -0.13
H -4.71228 1.02894 -1.04210  0.07
C 5.79369 2.30470 -1.06772  -0.24
H -3.25431 0.44950 3.77391  0.06
H -4.92331 -5.57055 -3.10570  0.08
H -4.00851 -0.15084 5.17698  0.08
C 2.11470 1.02935 -4.25439  -0.10
H -3.71539 -1.06996 3.71429  0.07
H 4.87643 2.13530 5.22426  0.08
C -10.08472 -2.88590 -0.27484  -0.15
H 1.39374 2.53871 -2.35116  0.12
C 4.02492 2.36942 5.86318  -0.12
H -10.03817 -3.94208 -0.54018  0.08
C -3.01996 6.06575 -0.28388  -0.16
C -1.36904 -4.54463 -2.25192  -0.18
H -3.67215 6.31293 -1.12153  0.07
H 1.43575 3.41432 1.63846  0.06
H 3.56656 1.39817 6.04941  0.08
C -3.70120 0.62234 -1.06401  -0.13
H -3.34685 0.76184 -2.08532  0.07
H 5.90562 4.17509 -2.12325  0.12
H 5.45037 4.25145 -0.47027  0.12
H -11.09461 -2.47578 -0.27840  0.08
O -3.80249 -4.21354 -2.12638  -0.18
C 5.30512 3.65940 -1.37387  -0.26

---

3.
A 7-piece molecular cluster, C20H59N5O7 overall in a non-equilibrium geometry, computed with ωB97M-V with the def2-TZVPD basis set.

Results
2S+1 ... 2
Net charge ... -1
HOMO-LUMO gap (spin up / spin down) ... 1.7 / 9.3 eV
E_LUMO (spin up / spin down) ... 2.57 / 2.49 eV

Each line ends with the Mulliken spin population.
CARTESIAN COORDINATES (ANGSTROEM)
H -4.25606 -2.05177 -1.22891  0.02
H 3.98705 -2.55400 0.11310  0.02
O -1.70552 -2.84164 -1.15981  -0.41
H -1.14201 3.80297 0.53482  0.01
C -1.20263 -4.02895 -0.48300  0.42
C 1.44805 -1.45446 -2.57273  -0.26
H 0.90070 -1.64878 -3.49508  0.09
H -2.67448 -0.36115 1.07803  0.10
H -1.72502 -0.16898 -2.62909  0.00
H -0.75689 1.15945 1.67382  0.03
H -1.97851 -0.61309 -4.36146  -0.57
H -0.84114 -3.70184 0.49190  0.04
O 5.25939 -2.70144 2.37327  -0.09
H -0.30727 -4.45558 -0.93513  -0.07
H -1.42545 -0.96710 -0.32526  0.07
H 0.72256 -1.89627 -1.88967  0.25
H 2.35055 0.42894 -3.31556  1.01
H -3.78301 -0.47508 -1.61825  -0.09
H -1.80573 5.99720 -1.09552  0.00
H -0.56506 0.07616 -1.00588  0.03
H 2.32844 -3.79909 -4.05242  -0.19
H -0.63461 3.41578 4.49986  0.02
H 3.45485 -0.32230 -1.17800  -0.09
H -1.95335 -4.81917 -0.47482  0.00
C 0.25604 2.15094 3.04314  0.02
H -4.57453 2.54987 -3.93470  -0.04
H 6.81666 -3.95068 2.72477  0.00
H -2.76011 4.24820 -2.89282  0.08
N 0.58590 0.89872 -2.38772  -1.99
O 2.72794 -2.11988 -2.77456  -0.60
H 1.37539 -1.85219 3.11751  0.01
H 0.80038 -1.06649 1.59731  -0.10
H 0.56495 0.04077 3.68586  0.09
C -4.97603 3.28858 -3.24100  0.25
H -1.02053 2.70488 -0.54206  -0.03
O -3.29033 -1.07467 1.24492  -0.19
H 0.74045 1.73009 -1.83543  0.21
H -4.12434 -0.63692 1.41531  0.02
C 1.41014 -1.86067 2.02809  0.04
H -2.98938 -4.05223 -2.28664  0.04
H -3.16863 3.75565 0.03058  0.09
H -3.10903 0.16799 -3.62747  0.22
C 3.85826 -2.51157 2.71166  0.11
C 2.60621 0.35897 -1.11639  -0.50
C 6.01004 -3.46097 3.27033  0.09
H -1.77289 1.71805 2.78029  -0.03
N -0.96766 1.97691 2.22829  -0.13
C -2.40191 -0.61619 -3.35706  0.86
H -2.36899 2.68352 -2.33050  0.25
H 1.13702 2.35722 2.43534  0.02
H -3.51761 6.05976 -0.69687  0.01
H 3.41145 -1.02583 1.34417  0.06
H 0.93122 3.92382 3.97272  0.02
C 2.90077 -1.94741 1.62343  -0.12
C 1.79989 0.13748 -2.42117  1.62
C 0.37689 1.01097 4.14570  -0.07
H 3.44148 -3.40428 3.17798  0.01
O -1.03209 -0.10497 -0.19021  -0.22
C -2.57912 5.55508 -0.46744  0.06
H 5.40512 -4.23574 3.74142  0.00
H 3.61297 -3.92292 -2.87327  -0.02
C -3.24245 -1.85460 -2.90425  -0.31
H 6.43740 -2.88270 4.08952  -0.02
N -4.18944 -1.34074 -1.94311  0.12
C -2.49003 4.08220 -0.75745  -0.32
H 3.46998 1.81114 5.24774  -0.01
C -2.97364 3.55494 -2.07924  0.07
H -6.05071 3.14465 -3.12955  -0.03
O 1.49643 1.39885 5.00708  -0.08
H -0.48104 4.23658 2.97112  0.00
H 1.95690 -4.07786 -2.39262  0.08
H 3.87485 -1.87006 3.59273  0.05
H 2.85699 2.03889 3.55118  -0.02
H 2.02990 0.25494 -0.19708  0.65
H -2.40470 5.84606 0.56842  -0.02
H -1.71944 -3.29313 -3.14246  0.09
C 2.61971 -3.50748 -3.04335  0.35
O -4.33990 3.27815 -1.94383  -0.23
N 3.10144 -2.81484 0.52267  -0.06
H 2.97322 1.38532 -1.11441  -0.41
H 0.49459 1.27350 -3.32116  -0.02
H 0.89400 -2.78898 1.78329  0.12
N -1.11083 3.70827 -0.47026  0.05
C -0.00489 3.49607 3.61380  -0.02
H -4.71305 4.26838 -3.63965  0.00
H 3.19142 0.57971 4.09363  -0.01
C 2.75269 1.49533 4.49020  0.13
H -3.73784 -2.19292 -3.81432  -0.11
C -2.47246 -3.09707 -2.37916  0.54
H -0.55157 0.90376 4.70658  0.00
H 2.52164 -2.53005 -0.25375  -0.03

---

Total energy: -62102.43064; -44553.40708; -43473.76812 (eV)
ΔE to the lowest compared entry with this formula, charge and spin: 69.69; 49.86; 33.92 (kcal per mole)